No. 1
C36H49N5O4SeTeV | ωB97M-V with the def2-TZVPD basis set

Structure (XYZ):
```
97
Properties=species:S:1:pos:R:3
V 15.920 -14.388 0.656
C 19.590 -10.729 -0.342
N 19.034 -11.786 0.512
C 19.776 -12.003 1.787
C 17.868 -12.309 0.258
O 17.255 -13.034 1.003
C 17.140 -12.068 -1.131
O 16.261 -13.152 -1.128
C 15.176 -13.119 -2.084
C 14.215 -14.076 -1.566
O 14.241 -14.458 -0.371
N 13.269 -14.450 -2.416
C 12.268 -15.303 -1.831
C 12.873 -13.677 -3.586
H 18.794 -10.427 -1.081
H 20.501 -11.052 -0.796
H 19.699 -9.828 0.196
H 19.844 -13.090 2.100
H 19.323 -11.382 2.602
H 20.834 -11.680 1.596
H 17.779 -12.156 -2.054
H 16.571 -11.156 -1.109
H 15.473 -13.413 -3.057
H 14.695 -12.137 -2.124
H 11.886 -15.969 -2.539
H 11.382 -14.725 -1.400
H 12.762 -15.848 -0.963
H 12.018 -14.218 -4.065
H 13.581 -13.758 -4.394
H 12.569 -12.674 -3.385
C 13.202 -16.776 2.729
N 12.650 -15.441 2.858
C 13.413 -14.390 3.139
Se 15.268 -14.486 3.122
N 12.640 -13.357 3.476
C 11.276 -13.692 3.346
C 10.096 -12.973 3.458
C 8.972 -13.721 3.121
C 9.017 -15.075 2.630
C 10.192 -15.783 2.643
C 11.311 -15.047 3.008
H 14.024 -16.720 2.059
H 12.465 -17.432 2.348
H 13.545 -17.087 3.714
H 13.039 -12.467 3.809
H 10.205 -11.896 3.460
H 8.056 -13.173 3.117
H 8.051 -15.588 2.419
H 10.141 -16.823 2.377
C 18.745 -16.468 -0.699
C 17.847 -16.687 0.542
O 18.051 -17.506 1.402
N 16.686 -15.851 0.513
Te 22.356 -19.285 1.776
C 22.715 -21.222 1.409
C 22.933 -21.392 -0.008
C 22.894 -20.297 -1.071
C 23.238 -22.681 -0.320
C 23.437 -23.714 0.603
C 23.439 -25.104 0.240
C 23.491 -23.380 2.031
C 23.087 -22.112 2.490
C 23.155 -21.980 3.979
C 21.538 -19.282 3.737
C 20.450 -20.065 3.956
C 19.771 -21.018 2.913
C 19.747 -19.759 5.100
C 20.166 -18.860 6.050
C 19.415 -18.601 7.377
C 21.385 -18.271 5.849
C 22.070 -18.486 4.693
C 23.483 -17.956 4.623
H 19.080 -15.467 -0.839
H 18.180 -16.627 -1.594
H 19.632 -17.200 -0.745
H 22.872 -20.921 -1.964
H 23.846 -19.889 -1.212
H 22.022 -19.609 -1.089
H 23.337 -22.851 -1.425
H 22.528 -25.693 0.620
H 24.329 -25.622 0.755
H 23.591 -25.264 -0.818
H 23.801 -24.161 2.670
H 23.751 -22.864 4.311
H 22.188 -21.808 4.413
H 23.874 -21.171 4.140
H 19.016 -21.598 3.375
H 20.560 -21.690 2.539
H 19.517 -20.444 2.043
H 18.849 -20.307 5.219
H 19.941 -19.203 8.090
H 18.336 -18.965 7.450
H 19.533 -17.593 7.665
H 21.665 -17.515 6.594
H 23.613 -16.957 5.042
H 23.900 -17.720 3.618
H 24.047 -18.753 5.121
```

Calculated values
Multiplicity: 2
HOMO (alpha / beta), eV: -15.54 / -16.02
Net charge: +4

=====

No. 2
C36H50AsCl5HfN5O2S2Sb | ωB97M-V with the def2-TZVPD basis set

Structure (XYZ):
```
103
Properties=species:S:1:pos:R:3
Hf -0.376 0.797 0.549
O -1.072 4.539 2.104
C 0.165 4.899 2.521
C 0.385 6.083 3.215
C 1.655 6.415 3.645
C 2.718 5.553 3.408
C 2.503 4.361 2.749
C 1.233 4.026 2.273
C 1.041 2.780 1.519
O 0.224 2.682 0.500
N 1.797 1.788 1.879
N 1.797 0.669 1.027
C 2.982 0.128 1.064
S 3.435 -1.214 0.067
C 5.234 -1.007 0.358
C 5.423 -0.491 1.762
S 4.207 0.847 2.057
H -1.706 5.237 2.325
H -0.451 6.737 3.426
H 1.821 7.346 4.165
H 3.710 5.806 3.746
H 3.316 3.675 2.570
H 5.599 -0.294 -0.384
H 5.706 -1.974 0.202
H 6.413 -0.061 1.894
H 5.255 -1.264 2.511
Cl 0.166 -0.552 3.678
C -1.069 0.647 3.697
C -1.362 1.158 2.443
C -2.374 2.110 2.360
Cl -2.703 2.633 0.742
C -3.055 2.576 3.482
Cl -4.291 3.762 3.353
C -2.712 2.046 4.735
Cl -3.510 2.614 6.142
C -1.726 1.054 4.854
Cl -1.366 0.360 6.375
C 0.034 2.354 -3.322
As 0.646 1.012 -2.003
C 2.491 1.674 -1.954
C 0.975 -0.621 -3.158
C 1.913 -0.473 -4.316
C 1.429 -0.114 -5.571
C 2.277 -0.053 -6.663
C 3.625 -0.339 -6.519
C 4.118 -0.682 -5.272
C 3.269 -0.753 -4.180
H 0.711 2.358 -4.183
H 0.067 3.334 -2.835
H -0.982 2.186 -3.674
H 2.818 1.894 -2.975
H 3.164 0.927 -1.538
H 2.553 2.583 -1.355
H 0.006 -0.972 -3.519
H 1.377 -1.359 -2.457
H 0.373 0.089 -5.699
H 1.882 0.208 -7.632
H 4.284 -0.297 -7.374
H 5.167 -0.905 -5.150
H 3.662 -1.052 -3.217
C -4.755 0.572 -2.374
N -3.679 -0.195 -1.769
C -2.564 -0.460 -2.639
C -3.554 -0.349 -0.431
N -2.348 -0.303 0.139
N -4.675 -0.609 0.270
C -5.853 -1.227 -0.313
C -4.732 -0.506 1.711
H -4.322 1.356 -2.996
H -5.361 1.049 -1.611
H -5.392 -0.057 -3.001
H -2.935 -0.948 -3.542
H -1.860 -1.127 -2.135
H -2.057 0.467 -2.942
H -2.461 -0.627 1.103
H -5.635 -1.623 -1.300
H -6.683 -0.521 -0.374
H -6.161 -2.060 0.322
H -4.499 -1.460 2.191
H -5.745 -0.224 1.995
H -4.059 0.262 2.086
C 1.861 -3.973 -1.354
C 0.419 -3.748 -0.933
Sb 0.101 -2.333 0.724
C 1.395 -3.377 2.172
C 1.410 -4.892 2.154
C -1.872 -3.163 1.251
C -2.054 -4.663 1.371
H 1.890 -4.750 -2.114
H 2.471 -4.297 -0.515
H 2.318 -3.080 -1.773
H 0.001 -4.683 -0.569
H -0.177 -3.419 -1.786
H 1.075 -3.032 3.153
H 2.403 -2.999 1.994
H 0.467 -5.300 2.496
H 2.181 -5.239 2.839
H 1.626 -5.306 1.175
H -2.545 -2.805 0.469
H -2.141 -2.686 2.197
H -1.818 -5.172 0.441
H -3.099 -4.874 1.605
H -1.453 -5.087 2.167
```

Calculated values
Multiplicity: 1
HOMO, eV: -12.94
ΔE to the lowest compared entry with this formula, charge and spin, kcal/mol: 42.6
Net charge: +2

=====

No. 3
C36H50AuBrF4N3PSSbSi3 | ωB97M-V with the def2-TZVPD basis set

Structure (XYZ):
```
101
Properties=species:S:1:pos:R:3
Au -1.356 -0.361 0.685
F 2.554 4.884 -3.078
C 1.713 4.208 -2.323
C 0.893 4.848 -1.415
F 0.933 6.154 -1.299
C 0.001 4.109 -0.647
F -0.791 4.814 0.144
C -0.091 2.719 -0.698
P -1.449 1.868 0.236
C -1.514 2.693 1.840
C -2.760 2.854 2.440
C -2.839 3.399 3.715
C -1.685 3.760 4.396
C -0.440 3.574 3.804
C -0.354 3.039 2.530
C -2.891 2.313 -0.744
C -3.406 1.361 -1.624
C -4.476 1.681 -2.445
C -5.039 2.948 -2.381
C -4.537 3.895 -1.496
C -3.462 3.584 -0.680
C 0.770 2.115 -1.622
Br 0.790 0.236 -2.009
C 1.626 2.831 -2.434
F 2.378 2.211 -3.348
H -3.662 2.561 1.915
H -3.808 3.557 4.170
H -1.752 4.192 5.385
H 0.460 3.859 4.333
H 0.622 2.908 2.072
H -2.992 0.359 -1.646
H -4.881 0.941 -3.121
H -5.879 3.198 -3.016
H -4.986 4.877 -1.440
H -3.084 4.325 0.012
C -2.097 -6.322 2.831
C -1.822 -4.960 2.274
C -1.164 -3.990 3.033
C -0.928 -2.743 2.502
N -1.306 -2.404 1.257
C -1.944 -3.326 0.520
C -2.206 -4.597 0.986
H -2.624 -6.245 3.782
H -1.160 -6.847 3.024
H -2.694 -6.922 2.149
H -0.845 -4.204 4.045
H -0.437 -1.973 3.084
H -2.268 -3.018 -0.466
H -2.731 -5.296 0.350
S -4.261 -0.602 1.345
C -5.223 -0.281 2.690
N -4.819 0.203 3.872
C -5.908 0.360 4.838
C -7.132 -0.148 4.040
N -6.543 -0.473 2.741
H -3.856 0.424 4.047
H -6.020 1.401 5.136
H -5.727 -0.237 5.729
H -7.899 0.617 3.939
H -7.579 -1.029 4.496
H -7.047 -0.858 1.962
C 4.639 0.794 -4.932
Si 5.157 0.667 -3.166
C 6.485 -0.596 -2.868
C 5.418 2.243 -2.233
Sb 3.275 -0.747 -1.853
Si 3.403 -0.765 0.801
C 5.242 -0.761 1.042
C 2.532 0.801 1.278
C 2.558 -2.316 1.352
Si 2.515 -2.927 -3.219
C 4.152 -3.529 -3.847
C 1.388 -2.261 -4.527
C 1.703 -4.051 -1.993
H 5.544 0.964 -5.525
H 3.956 1.618 -5.121
H 4.189 -0.131 -5.300
H 7.388 -0.179 -3.331
H 6.297 -1.560 -3.344
H 6.712 -0.755 -1.811
H 6.142 2.853 -2.783
H 5.849 2.043 -1.250
H 4.517 2.844 -2.113
H 5.714 0.160 0.695
H 5.735 -1.615 0.572
H 5.436 -0.843 2.118
H 2.972 1.682 0.805
H 2.605 0.932 2.362
H 1.469 0.739 1.027
H 3.019 -3.206 0.921
H 1.495 -2.308 1.097
H 2.651 -2.400 2.440
H 4.618 -2.831 -4.545
H 3.977 -4.463 -4.393
H 4.856 -3.756 -3.044
H 1.829 -1.446 -5.104
H 0.422 -1.938 -4.135
H 1.186 -3.080 -5.227
H 2.333 -4.247 -1.126
H 1.514 -5.012 -2.483
H 0.743 -3.660 -1.650
```

Calculated values
Multiplicity: 1
HOMO, eV: -14.32
ΔE to the lowest compared entry with this formula, charge and spin, kcal/mol: 0.0
Net charge: +3

=====

| no. | E_tot (eV) |
| --- | --- |
| 1 | -152054.96952 |
| 2 | -202642.58039 |
| 3 | -177492.77589 |